No. 1
Computed, not measured: the molecule C5H6O2, with ωB97M-V/def2-TZVPD.

CARTESIAN COORDINATES (ANGSTROEM)
1 O -1.3357 0.9365 1.6090
2 C -0.8310 0.2819 0.7272
3 C -1.4033 -0.9747 0.0811
4 O -0.5271 -1.3120 -0.9756
5 C 0.7564 -0.7424 -0.7266
6 C 1.1828 1.6347 0.1563
7 C 0.4843 0.5099 0.0578
8 H -2.4016 -0.7790 -0.3234
9 H -1.4809 -1.7814 0.8261
10 H 1.2404 -0.5657 -1.6906
11 H 0.7981 2.4605 0.7495
12 H 2.1362 1.7687 -0.3489
13 H 1.3814 -1.4371 -0.1421

- DFT total energy: -9375.9101 eV
- Orbital gap: 9.78 eV
- Energy above the lowest of the compared OMol25 structures with the same formula, charge and spin: 1.186 eV
- SMILES: C=C1COCC1=O

No. 2
Computed, not measured: the molecule C5H6O2, with ωB97M-V/def2-TZVPD.

CARTESIAN COORDINATES (ANGSTROEM)
1 C -2.0177 -0.3128 -0.1857
2 C -0.6350 0.1240 0.2312
3 O 0.2611 -0.9529 0.0082
4 C 1.5841 -0.7328 -0.0377
5 O 2.3674 -1.6381 -0.1242
6 C 2.0140 0.6963 0.0074
7 C 1.3557 1.8244 0.0374
8 H -2.3608 -1.1541 0.4213
9 H -2.7153 0.5206 -0.0725
10 H -2.0041 -0.6263 -1.2279
11 H -0.6128 0.3706 1.2917
12 H 3.0902 0.8720 0.0135
13 H -0.3268 1.0091 -0.3627

- DFT total energy: -9373.3511 eV
- Orbital gap: 10.09 eV
- Energy above the lowest of the compared OMol25 structures with the same formula, charge and spin: 3.744 eV

No. 3
Computed, not measured: the molecule C5H6O2, with ωB97M-V/def2-TZVPD.

CARTESIAN COORDINATES (ANGSTROEM)
1 O 1.0223 1.9732 1.0495
2 C 0.5391 0.9855 0.5401
3 C 1.4935 -0.0478 -0.0756
4 O 0.8014 -1.0763 -0.7981
5 C 0.0535 -0.6062 -1.7685
6 C -1.5549 -0.3787 0.7409
7 C -0.9417 0.7752 0.4766
8 H 2.0716 -0.5434 0.7115
9 H 2.1694 0.4967 -0.7437
10 H -0.5058 -1.5168 -2.0918
11 H -1.0029 -1.2859 0.9798
12 H -2.6391 -0.4539 0.7271
13 H -1.5065 1.6783 0.2521

- DFT total energy: -9372.9220 eV
- Orbital gap: 9.17 eV
- Energy above the lowest of the compared OMol25 structures with the same formula, charge and spin: 4.174 eV

No. 4
Computed, not measured: the molecule C5H6O2, with ωB97M-V/def2-TZVPD.

CARTESIAN COORDINATES (ANGSTROEM)
1 O -2.4358 -1.2735 -0.1437
2 C -1.5404 -1.2647 0.9499
3 C -0.2097 -0.7684 0.5774
4 C 0.8516 -0.3351 0.1982
5 C 1.7861 0.6333 -0.3706
6 C 0.9265 1.8509 -0.7533
7 O 1.3605 2.8660 -1.2256
8 H -2.0210 -1.7703 -0.8601
9 H -1.4497 -2.2551 1.4141
10 H -1.9838 -0.5916 1.6911
11 H 2.3038 0.2633 -1.2636
12 H 2.5654 0.9493 0.3322
13 H -0.1536 1.6960 -0.5459

- DFT total energy: -9374.5342 eV
- Orbital gap: 10.66 eV
- Energy above the lowest of the compared OMol25 structures with the same formula, charge and spin: 2.561 eV
- SMILES: O=CCC#CCO

No. 5
Computed, not measured: a cluster of 2 separate species, C5H6O2 in total at a distorted geometry, with ωB97M-V/def2-TZVPD.

CARTESIAN COORDINATES (ANGSTROEM)
1 C -1.4858 -1.2380 0.0279
2 C -0.8252 -0.1456 0.8166
3 O 1.4239 -0.9961 0.1001
4 C 2.2285 -0.3360 -0.4132
5 O 3.0923 0.2424 -0.9369
6 C -0.5181 1.0373 0.3426
7 C 0.2490 1.9154 -0.2451
8 H -1.5345 -0.9869 -1.0353
9 H -2.4985 -1.4079 0.3983
10 H -0.9254 -2.1747 0.1360
11 H -0.5151 -0.3861 1.8333
12 H 1.2118 1.5102 -0.5622
13 H 0.0971 2.9659 -0.4622

- DFT total energy: -9375.6308 eV
- Orbital gap: 9.88 eV
- Energy above the lowest of the compared OMol25 structures with the same formula, charge and spin: 1.465 eV
- SMILES: C=C=CC.O=C=O

No. 6
Computed, not measured: the molecule C5H6O3 at a distorted geometry, with ωB97M-V/def2-TZVPD.

CARTESIAN COORDINATES (ANGSTROEM)
1 C -0.7757 0.5023 0.6303
2 C -0.2017 -0.8736 0.9686
3 C 0.9894 -1.1249 0.1951
4 C 0.8112 -0.1419 -1.0360
5 C -0.2547 0.7579 -0.7897
6 H -2.1192 1.7652 0.3880
7 H -0.2497 1.2239 1.3600
8 H 0.8757 -2.1736 -0.1696
9 H 2.0617 -0.7469 0.5416
10 H 1.7489 0.6060 -1.0464
11 H 0.8603 -0.4731 -2.0193
12 O -2.1648 0.7300 0.8636
13 O -0.8698 -1.5816 1.6564
14 O -0.7115 1.5303 -1.5425

- DFT total energy: -11422.1846 eV
- Orbital gap: 9.67 eV
- Energy above the lowest of the compared OMol25 structures with the same formula, charge and spin: 2.227 eV
- SMILES: O=C1CCC(=O)C1O

No. 7
Computed, not measured: the molecule C5H6O3 at a distorted geometry, with ωB97M-V/def2-TZVPD.

CARTESIAN COORDINATES (ANGSTROEM)
1 C 0.9972 0.3289 -0.0457
2 C -0.1120 1.1022 0.0085
3 C -1.2415 0.1602 -0.0335
4 C -0.6909 -1.2466 0.0055
5 C 0.7331 -1.2141 0.0913
6 H 2.1740 1.6089 -0.2094
7 H -1.3412 2.5553 -0.2422
8 H -1.0239 -1.4899 -1.0700
9 H -1.4256 -1.9454 0.7002
10 H 1.4799 -1.7584 -0.6187
11 H 0.9976 -1.6642 1.1440
12 O 2.2664 0.7445 0.0682
13 O -0.4142 2.4417 0.1205
14 O -2.3989 0.3767 0.0814

- DFT total energy: -11422.8406 eV
- Orbital gap: 9.59 eV
- Energy above the lowest of the compared OMol25 structures with the same formula, charge and spin: 1.572 eV
- SMILES: O=C1CCC(O)=C1O

No. 8
Computed, not measured: the molecule C5H6O3 at a distorted geometry, with ωB97M-V/def2-TZVPD.

CARTESIAN COORDINATES (ANGSTROEM)
1 C 1.1204 0.2631 -1.9437
2 C 0.0507 -0.6359 -0.2099
3 C -0.0160 0.7017 -0.1067
4 C -0.6726 1.0019 1.2878
5 C -0.6020 -1.2886 1.0183
6 H 0.7590 0.3623 -2.9715
7 H 2.2146 0.3855 -1.7533
8 H 0.0026 1.6780 1.8828
9 H -1.6875 1.3924 1.2297
10 H -1.4678 -1.8635 0.7451
11 H 0.0118 -2.0664 1.5102
12 O 0.6216 -0.9799 -1.4495
13 O -0.8468 -0.2659 1.9394
14 O 0.5119 1.3152 -1.1788

- DFT total energy: -11421.6082 eV
- Orbital gap: 8.75 eV
- Energy above the lowest of the compared OMol25 structures with the same formula, charge and spin: 2.804 eV
- SMILES: C1OC2=C(COC2)O1

No. 9
Computed, not measured: a structure of composition C5H6O3 at a distorted geometry, with ωB97M-V/def2-TZVPD.

CARTESIAN COORDINATES (ANGSTROEM)
1 C 2.3132 0.3052 -0.2145
2 C 0.9898 0.2058 0.6325
3 C -0.8055 0.5854 -0.4551
4 C -2.1492 -0.4596 -0.5236
5 C -0.9211 -0.5131 0.4441
6 H 2.7744 1.4245 -0.2889
7 H 1.1445 0.3472 1.7038
8 H -0.4632 0.3079 -1.4372
9 H -3.0187 -0.2300 -0.0622
10 H -2.0866 -1.0332 -1.5022
11 H -1.1279 -0.3857 1.6045
12 O 2.8049 -0.7674 -0.5552
13 O 0.1090 1.3463 0.1494
14 O 0.4365 -1.1332 0.5047

- DFT total energy: -11417.3107 eV
- Orbital gap: 9.67 eV
- Energy above the lowest of the compared OMol25 structures with the same formula, charge and spin: 7.101 eV

No. 10
Computed, not measured: the molecule C5H6O4 at a distorted geometry, with ωB97M-V/def2-TZVPD.

CARTESIAN COORDINATES (ANGSTROEM)
1 C -3.6280 -0.2067 0.0226
2 C -1.4581 0.1474 0.0032
3 C -0.0271 -0.4352 -0.0561
4 C 1.0356 0.4286 -0.0403
5 C 2.4126 -0.0991 -0.0470
6 H -3.9902 -0.9854 -0.5447
7 H -3.7342 0.8404 -0.2267
8 H -3.6958 -0.3755 0.8845
9 H 0.0776 -1.5269 0.0151
10 H 0.6371 1.3084 -0.0239
11 H 3.0719 1.4939 0.0902
12 O -2.3203 -0.7898 -0.0207
13 O -1.5737 1.4295 0.0240
14 O 3.4065 0.7813 0.0074
15 O 2.6904 -1.3915 0.0531

- DFT total energy: -13467.2292 eV
- Orbital gap: 9.68 eV
- Energy above the lowest of the compared OMol25 structures with the same formula, charge and spin: 5.256 eV
- SMILES: COC(=O)/C=C/C(=O)O